1.
C5H6O2 | ωB97M-V with the def2-TZVPD basis set

```
13
Properties=species:S:1:pos:R:3:forces:R:3
C 0.27705 -2.89422 0.42509 -0.1 0.7 -0.1
C 0.08238 -1.70929 0.30279 0.1 -0.3 0.0
C -0.12864 -0.24755 0.29270 0.0 0.1 0.1
C 1.11445 0.62215 0.07057 0.2 0.0 0.1
O -0.96134 0.15889 -0.82789 -0.3 0.1 -0.1
C -1.36063 1.44507 -0.69045 -0.4 0.1 0.2
O -1.61553 1.99057 0.35036 0.2 -0.3 -0.5
H 0.43866 -3.94925 0.54560 -0.1 0.4 -0.1
H -0.64920 0.02249 1.21357 0.1 0.0 0.0
H 1.72207 0.80103 0.95324 0.1 -0.4 0.1
H 0.74776 1.61293 -0.23236 0.5 -0.3 0.1
H 1.69749 0.18203 -0.74269 0.1 0.2 0.2
H -1.36453 1.96515 -1.66053 -0.4 -0.3 0.0
```
Positions in Å, forces in eV/Å.

The total energy is -344.51552 Eh. Its total charge is 0. As for the HOMO-LUMO gap: 11.35 eV. The value obtained for the HOMO energy is -10.4 eV.



2.
C5H6O2 | ωB97M-V with the def2-TZVPD basis set

```
13
Properties=species:S:1:pos:R:3:forces:R:3
O 1.17442 2.14928 0.52960 -0.1 -0.2 -0.2
C 0.71435 1.12799 0.08453 0.3 0.1 0.4
C 1.48106 -0.05412 -0.48024 -0.1 -0.8 2.5
O 0.61947 -0.84146 -1.17390 0.1 -0.3 0.1
C -0.73739 -0.50252 -0.83681 0.1 -0.1 -0.1
C -1.08435 -0.58236 0.60019 0.0 -0.1 0.1
C -0.74316 0.75911 -0.03932 0.2 0.3 -0.1
H 1.77701 -0.64121 0.90504 -1.7 0.5 -0.7
H 2.40476 -0.48450 0.01629 0.8 0.7 -2.0
H -1.43170 -0.73528 -1.63771 0.2 0.0 0.2
H -0.35284 -1.01995 1.27762 -0.1 0.1 -0.1
H -2.12147 -0.75012 0.87268 0.2 0.1 -0.1
H -1.49883 1.53446 -0.12351 0.2 -0.1 0.0
```
Positions in Å, forces in eV/Å.

The total energy is -344.43068 Eh. Its total charge is 0. As for the HOMO-LUMO gap: 9.34 eV. The value obtained for the HOMO energy is -9.1 eV.



The records above give, respectively, energy above the lowest of the compared OMol25 structures with the same formula, charge and spin values of 54.21, 107.45 kcal per mole.